[1]
2 unconnected molecules or ions with the total composition C4H11NS. Source: OMol25; level of theory: the ωB97M-V functional and the def2-TZVPD basis.

Calculated values
- spin multiplicity = 2
- net charge = +1
- expectation value of S² = 0.7532
- highest occupied orbital energy (alpha / beta) (eV) = -13.419 / -13.371
- energy relative to the best compared isomer or geometry (same formula, charge and spin) (kcal per mole) = 11.25
- LUMO (alpha / beta) (eV) = -2.98 / -7.57

```
17
Properties=species:S:1:pos:R:3:forces:R:3:mulliken_spin:R:1
C 0.6558 2.1225 1.3176 -0.2 -0.3 -0.5 -0.038
S -0.9794 1.8478 0.5965 0.5 0.6 0.6 0.985
H 0.5245 2.0391 2.3967 0.1 0.0 0.1 0.053
H 1.3511 1.3747 0.9507 0.0 -0.2 0.1 0.004
H 1.0228 3.1045 1.0518 -0.2 0.3 0.1 0.018
C 1.2176 -1.9449 -1.6263 0.1 0.6 -0.1 0.000
C 0.3276 -1.5452 -0.4945 0.3 -0.4 0.0 0.001
C 0.4380 -1.9312 0.7722 -0.1 0.2 -0.6 0.006
N -0.7618 -0.6896 -0.8907 -0.1 0.9 1.3 0.004
H 2.0665 -2.5339 -1.3002 -0.2 -0.3 0.1 0.000
H 0.6085 -2.4581 -2.3718 0.2 -0.3 0.0 0.000
H 1.6541 -1.0785 -2.1367 -0.2 0.1 0.1 0.000
H -0.3190 -1.6690 1.4988 0.1 0.0 0.2 -0.002
H 1.2731 -2.5528 1.0482 -0.1 -0.1 0.2 0.001
H -0.7770 -0.4175 -1.8631 0.0 -0.1 -0.2 0.000
H -0.7520 0.4385 -0.0245 -0.1 -0.5 -1.1 -0.032
H -1.6716 -1.0075 -0.5786 -0.1 -0.4 -0.3 0.001
```
Positions in Å, forces in eV/Å.

***

[2]
C5H8S3 in the gas phase. Source: OMol25; level of theory: the ωB97M-V functional and the def2-TZVPD basis.

Calculated values
- highest occupied orbital energy (eV) = -8.609
- structure (SMILES) = C[C@H]1S[C@H]2[C@@H](S)[C@@H]2S1
- energy relative to the best compared isomer or geometry (same formula, charge and spin) (kcal per mole) = 60.34
- LUMO (eV) = 0.67

```
16
Properties=species:S:1:pos:R:3:forces:R:3:nbo_charge:R:1
C 2.2945 -0.4227 0.9745 0.3 1.2 0.9 -0.646
C 1.5158 -0.0845 -0.2630 -0.2 -0.6 -0.9 -0.427
S 0.7308 1.6222 -0.2615 -0.4 -0.2 0.0 0.198
C -0.9034 0.8208 -0.0016 1.2 0.8 -0.4 -0.372
C -2.2664 0.4974 -0.6195 2.3 0.3 -0.4 -0.355
S -3.5166 -0.0898 0.4077 -1.2 -0.6 0.8 0.065
C -0.9752 -0.1829 -1.0954 0.1 -0.9 0.5 -0.384
S 0.2242 -1.4454 -0.6120 -0.1 0.7 -0.2 0.197
H 2.6739 -1.4387 1.0504 0.2 -0.1 -0.6 0.226
H 3.1202 0.3269 0.9986 -0.3 -0.8 0.4 0.219
H 1.6953 -0.3018 1.8803 -0.1 0.2 -0.1 0.213
H 2.2323 -0.0806 -1.0966 -0.4 0.0 0.0 0.219
H -0.7082 0.4117 0.9845 -1.0 -0.4 -0.1 0.225
H -2.6126 1.1069 -1.4472 -0.3 0.0 0.3 0.261
H -2.8041 -0.9515 1.1658 0.1 0.2 -0.3 0.133
H -0.7005 0.2121 -2.0649 -0.1 0.1 0.0 0.228
```
Positions in Å, forces in eV/Å.

***

[3]
A molecular structure, AgBF4H14O7. Source: OMol25; level of theory: the ωB97M-V functional and the def2-TZVPD basis.

Calculated values
- spin multiplicity = 2
- net charge = +1
- expectation value of S² = 0.7512
- highest occupied orbital energy (alpha / beta) (eV) = -14.012 / -14.012
- LUMO (alpha / beta) (eV) = -4.05 / -8.02

```
27
Properties=species:S:1:pos:R:3:forces:R:3:mulliken_spin:R:1
Ag -0.2782 -0.1949 -0.0245 0.8 1.4 0.4 0.780
B 2.5192 1.7375 1.2254 1.6 0.8 0.9 0.000
F 3.4870 0.7528 1.0497 0.5 -0.1 -0.5 0.000
F 2.1041 1.7132 2.5309 -0.8 -0.3 1.8 0.000
F 2.9152 3.0324 0.9272 0.0 -0.5 -0.6 0.000
F 1.4123 1.3290 0.4931 -1.5 0.1 -1.8 0.005
O -1.0335 0.9606 1.8937 -0.3 -0.3 -0.3 0.045
H -1.5227 0.7520 2.6895 -0.2 -0.4 0.2 0.001
H -0.5469 1.7554 2.1125 0.7 0.4 -0.2 -0.002
O -1.1948 -0.2132 -2.5914 0.0 -0.1 0.1 0.000
H -1.3245 -1.1576 -2.6782 -0.2 -0.2 -0.1 0.000
H -1.0801 0.0968 -3.4898 0.1 0.2 -0.4 0.000
O -0.7724 -2.4539 -0.3190 -0.1 -0.5 -0.3 0.004
H -0.2056 -3.1614 -0.0119 0.3 -0.2 0.3 0.000
H -1.3438 -2.8678 -0.9658 -0.2 -0.3 -0.2 0.000
O 1.4092 -0.8171 -1.3567 -0.2 -0.2 0.1 0.072
H 1.4275 -1.3786 -2.1317 -0.4 -0.2 -0.3 0.001
H 2.2263 -0.3204 -1.4008 0.4 0.7 0.5 -0.003
O -2.6718 -0.6177 0.0680 0.0 0.1 -0.1 0.005
H -3.3834 -0.2067 0.5590 -0.2 0.4 0.2 0.000
H -3.0451 -1.4382 -0.2540 -0.1 -0.2 0.0 0.000
O -0.9091 1.9208 -0.9277 -0.4 -0.6 0.0 0.044
H -0.6749 2.8227 -1.1464 0.6 0.4 0.3 0.000
H -1.2511 1.5569 -1.7444 -0.4 -0.1 -0.3 -0.002
O 0.9639 -1.1537 1.5647 -0.4 -0.7 0.2 0.051
H 1.1598 -0.5936 2.3159 0.2 0.8 0.3 -0.002
H 1.6133 -1.8553 1.6127 0.3 -0.2 -0.3 0.001
```
Positions in Å, forces in eV/Å.

***

[4]
C5H9NO in the gas phase. Source: OMol25; level of theory: the ωB97M-V functional and the def2-TZVPD basis.

Calculated values
- highest occupied orbital energy (alpha / beta) (eV) = -8.602 / -8.604
- energy relative to the best compared isomer or geometry (same formula, charge and spin) (kcal per mole) = 96.63
- LUMO (alpha / beta) (eV) = 0.50 / 0.50

```
16
Properties=species:S:1:pos:R:3:forces:R:3:nbo_charge:R:1
C -1.8364 1.6377 0.3911 -0.6 0.2 0.1 -0.250
O -0.6299 1.4785 -0.3218 -0.2 0.6 -0.6 -0.538
C 0.5454 -0.5866 -0.3485 0.0 -0.3 -0.2 0.169
C 1.9810 -0.2736 -0.6558 0.0 -0.1 -0.3 -0.670
C 0.2062 -1.4765 0.8055 -0.1 -0.3 -0.2 -0.659
C -0.4362 0.2627 -0.8784 0.1 0.2 0.5 0.376
N -0.8531 -0.4508 -1.8037 1.1 -0.1 1.1 -0.370
H -2.5237 0.8175 0.1638 0.0 0.2 0.1 0.187
H -1.6413 1.6723 1.4716 0.0 0.0 -0.2 0.175
H -2.2570 2.5842 0.0653 -0.3 0.0 0.2 0.192
H 2.6540 -0.6324 0.1331 -0.2 -0.1 -0.2 0.224
H 2.1201 0.8120 -0.7554 -0.1 -0.3 0.0 0.231
H 2.2596 -0.7378 -1.5997 0.2 0.0 -0.1 0.246
H 0.4916 -2.5046 0.5797 0.0 -0.1 0.2 0.229
H -0.8573 -1.4368 1.0570 0.2 -0.1 -0.1 0.225
H 0.7771 -1.1659 1.6961 -0.1 0.0 -0.3 0.232
```
Positions in Å, forces in eV/Å.

***

[5]
A molecular structure, C34H47MnN2O3. Source: OMol25; level of theory: the ωB97M-V functional and the def2-TZVPD basis.

Calculated values
- spin multiplicity = 4
- net charge = +3
- expectation value of S² = 4.1657
- highest occupied orbital energy (alpha / beta) (eV) = -17.061 / -17.437
- LUMO (alpha / beta) (eV) = -11.48 / -11.50

```
87
Properties=species:S:1:pos:R:3:forces:R:3:mulliken_spin:R:1
Mn 0.2928 0.4838 0.0435 -0.5 -0.3 -1.1 2.115
C 0.4123 -6.1104 -2.4086 0.0 -0.1 -0.1 0.023
C 1.6872 -5.2729 -2.6659 0.0 0.1 0.1 0.029
C 2.9137 -6.1623 -2.4529 0.0 0.0 0.0 -0.001
C 1.6811 -4.7629 -4.1207 0.0 0.0 -0.1 0.021
C 1.6345 -4.0835 -1.7372 -0.1 0.1 0.0 -0.046
C 0.6020 -3.1730 -1.8446 0.2 -0.1 0.1 -0.008
C 0.5691 -2.0875 -0.9721 -0.1 -0.2 -0.2 -0.132
N -0.3307 -1.1127 -0.8968 0.2 0.5 0.7 -0.096
C -1.5207 -0.9163 -1.5982 -0.1 -0.3 -0.3 0.132
C -2.2834 -1.8766 -2.2152 0.2 0.1 0.2 0.055
C -3.4340 -1.4768 -2.9158 -0.2 0.0 -0.1 -0.072
C -3.7718 -0.0965 -2.9404 -0.1 0.0 0.0 0.046
C -3.0943 0.9101 -2.3029 -0.1 0.0 0.0 0.057
C -1.9246 0.4853 -1.5852 0.0 0.0 -0.1 0.228
O -1.1671 1.2917 -0.9207 0.9 -0.6 0.4 0.143
C -3.6326 2.3407 -2.3879 0.1 0.0 0.0 0.039
C -5.0578 2.3452 -1.8123 -0.1 0.0 0.0 0.011
C -3.6732 2.7400 -3.8725 0.0 0.0 -0.1 0.012
C -2.8097 3.3866 -1.6332 0.0 0.0 0.0 0.002
C -4.3272 -2.4549 -3.6435 0.2 0.0 0.1 0.097
C -4.3902 -2.0492 -5.1301 0.0 0.0 0.0 0.039
C -3.8165 -3.8915 -3.5411 0.0 0.0 0.0 0.014
C -5.7374 -2.3723 -3.0266 -0.1 0.0 0.0 0.043
C 1.7132 -1.8699 0.0100 0.0 -0.3 -0.2 0.075
O 1.6895 -0.7999 0.6495 -0.5 0.5 -0.3 0.084
C 2.7659 -2.8652 0.1449 -0.1 0.1 0.0 0.068
C 2.6688 -3.9036 -0.7154 0.0 -0.1 0.0 0.023
C 3.8794 -2.6913 1.1664 0.0 -0.1 0.0 0.012
C 4.6873 -1.4255 0.8347 0.1 0.0 0.0 0.011
C 3.2700 -2.5928 2.5748 0.0 0.0 0.1 0.009
C 4.8258 -3.8909 1.1325 0.1 0.0 0.0 -0.003
H 0.4485 -6.9876 -3.0547 0.0 0.0 0.0 0.002
H -0.4995 -5.5629 -2.6483 0.0 0.0 0.0 -0.003
H 0.3571 -6.4581 -1.3768 0.0 0.0 0.0 -0.001
H 2.8725 -6.9815 -3.1689 0.0 0.0 0.0 0.000
H 2.9349 -6.6095 -1.4582 0.0 0.0 0.0 0.001
H 3.8494 -5.6310 -2.6324 0.0 0.0 0.0 0.001
H 1.7127 -5.6259 -4.7855 0.0 0.0 0.0 0.002
H 2.5542 -4.1465 -4.3359 0.0 0.0 0.0 -0.001
H 0.7829 -4.1977 -4.3688 0.0 0.0 0.0 -0.001
H -0.1445 -3.3076 -2.6083 0.0 0.1 0.0 0.013
H -2.0424 -2.9243 -2.1495 0.0 0.0 0.0 0.011
H -4.6622 0.1618 -3.4963 0.0 0.1 0.0 0.010
H -5.7331 1.6980 -2.3714 0.0 0.0 0.0 0.001
H -5.4619 3.3556 -1.8672 0.0 0.0 0.0 -0.001
H -5.0730 2.0348 -0.7664 0.0 0.0 0.0 -0.001
H -4.3360 2.1007 -4.4552 0.0 0.0 0.0 0.001
H -2.6816 2.7118 -4.3262 0.0 0.0 0.0 -0.002
H -4.0515 3.7584 -3.9575 0.0 0.0 0.0 0.000
H -2.7669 3.1876 -0.5623 0.0 0.0 0.0 0.000
H -3.2957 4.3528 -1.7651 0.0 0.0 0.0 0.000
H -1.7956 3.4757 -2.0225 0.0 0.0 0.0 0.001
H -3.4062 -2.0809 -5.5991 0.0 0.0 0.0 -0.003
H -4.8148 -1.0573 -5.2782 0.0 0.0 0.0 -0.001
H -5.0343 -2.7562 -5.6526 0.0 0.0 0.0 0.003
H -2.8276 -4.0085 -3.9911 0.0 0.0 0.0 -0.002
H -4.4905 -4.5495 -4.0878 0.0 0.0 0.0 -0.001
H -3.7927 -4.2489 -2.5095 0.0 0.0 0.0 -0.001
H -6.1888 -1.3885 -3.1468 0.0 0.0 0.0 -0.001
H -5.7307 -2.6283 -1.9667 0.0 0.0 0.0 -0.004
H -6.3799 -3.0884 -3.5388 0.0 0.0 0.0 0.004
H 3.4277 -4.6692 -0.6858 0.0 0.0 0.1 -0.002
H 4.0904 -0.5161 0.8878 0.0 0.0 0.0 -0.002
H 5.1427 -1.4932 -0.1544 0.0 0.0 0.0 -0.002
H 5.4959 -1.3285 1.5587 0.0 0.0 0.0 0.000
H 2.6072 -1.7354 2.6878 0.0 0.0 0.0 0.000
H 4.0768 -2.4789 3.2983 0.0 0.0 0.0 0.000
H 2.7235 -3.4999 2.8364 0.0 0.0 0.0 -0.001
H 5.3379 -3.9869 0.1736 0.0 0.0 0.0 0.001
H 4.3165 -4.8279 1.3633 0.0 0.0 0.0 0.001
H 5.5948 -3.7491 1.8905 0.0 0.0 0.0 0.000
O 1.4153 2.1347 0.1558 -0.4 -0.2 0.8 0.010
C 1.1763 2.7746 1.4394 -0.1 0.0 0.3 0.004
C 0.2358 1.9582 2.2995 -0.1 0.2 0.6 0.003
C 0.0015 2.4022 3.5920 -0.1 -0.1 0.0 -0.009
C -0.8663 1.6869 4.4023 0.1 0.1 0.0 0.010
C -1.4738 0.5368 3.9116 0.0 -0.1 -0.2 0.004
C -1.1952 0.1372 2.6237 -0.1 -0.1 0.0 0.015
N -0.3646 0.8456 1.8409 0.7 0.5 -0.5 -0.089
H 1.6580 2.7913 -0.5127 -0.1 -0.1 -0.1 0.002
H 0.7139 3.7491 1.2749 0.2 0.0 0.0 0.001
H 2.1200 2.8750 1.9767 0.0 0.1 -0.2 0.001
H 0.4899 3.2960 3.9574 0.0 0.0 0.0 -0.001
H -1.0667 2.0189 5.4124 0.0 0.0 0.0 0.000
H -2.1522 -0.0465 4.5175 0.0 0.0 0.0 0.000
H -1.6316 -0.7498 2.1835 0.0 0.0 0.0 -0.001
```
Positions in Å, forces in eV/Å.

***

[6]
A molecular structure, C30H42CaN7O3PS5Se. Source: OMol25; level of theory: the ωB97M-V functional and the def2-TZVPD basis.

Calculated values
- net charge = -2
- highest occupied orbital energy (eV) = -1.725
- energy relative to the best compared isomer or geometry (same formula, charge and spin) (kcal per mole) = 25.80
- LUMO (eV) = 4.17

```
90
Properties=species:S:1:pos:R:3:forces:R:3:lowdin_charge:R:1
Ca 10.8504 13.8241 14.2930 0.5 -0.4 0.3 0.776
S 9.8716 16.4437 14.1652 -0.2 0.1 -0.7 -0.175
S 10.3764 15.9779 16.0641 -0.5 0.0 0.9 -0.312
S 12.3460 16.3890 16.3261 0.6 0.1 0.2 -0.218
S 13.3524 14.8399 15.3826 0.1 0.0 -0.1 -0.217
O 8.7328 14.0418 10.8421 0.0 -0.6 -0.2 0.007
C 9.3040 13.1654 11.4906 0.4 0.2 0.6 -0.695
O 10.3256 13.3490 12.2486 -0.3 -0.3 -0.8 -0.325
C 8.7809 11.7109 11.5203 -0.7 0.5 -1.0 -0.309
P 9.8429 10.4933 10.6748 0.2 0.1 -0.1 1.087
C 8.8213 8.9553 10.6780 0.8 -0.9 -1.0 -0.361
C 7.7840 8.7126 11.5562 -1.0 0.0 0.6 -0.094
C 7.1162 7.4642 11.6148 1.3 -0.7 -0.1 -0.080
C 7.5897 6.4139 10.8076 -0.4 1.3 -0.6 -0.117
C 8.6082 6.6513 9.8720 -0.3 1.4 0.5 -0.106
C 9.2375 7.8985 9.8059 -1.2 -0.2 1.3 -0.088
C 9.6284 10.9843 8.9058 1.1 -0.4 -0.1 -0.376
C 10.7201 10.7485 8.0448 0.5 0.3 -0.9 -0.095
C 10.6639 11.1816 6.6973 -0.7 0.4 1.1 -0.089
C 9.5311 11.8358 6.1962 -0.2 -1.1 1.1 -0.114
C 8.4419 12.0195 7.0271 0.5 -0.2 1.5 -0.077
C 8.5311 11.6298 8.3959 -0.8 1.0 -1.8 -0.078
H 7.7728 11.7130 11.1072 -0.1 -0.1 -0.2 0.076
H 8.6878 11.4128 12.5414 0.3 -0.2 0.9 -0.016
H 7.4778 9.5634 12.1787 -0.1 -0.6 0.0 0.096
H 6.3531 7.1856 12.3503 0.1 0.7 -0.3 0.096
H 7.0361 5.4932 10.7423 0.0 -0.4 0.3 0.080
H 8.8346 5.9311 9.1230 0.3 -0.7 -0.3 0.079
H 10.0298 8.0189 9.1013 0.4 0.3 -0.4 0.083
H 11.6706 10.3023 8.4247 -1.0 0.4 -0.2 0.104
H 11.4962 11.1684 6.0349 0.8 -0.5 -0.2 0.081
H 9.4632 12.0812 5.1676 0.1 0.5 -0.8 0.078
H 7.5509 12.5428 6.7075 0.0 0.0 -0.1 0.092
H 7.7087 11.9785 8.9948 -0.1 -0.3 0.5 0.093
C 13.8899 9.7028 11.8815 1.7 1.0 0.6 -0.036
C 14.7419 10.0048 10.6575 -0.6 -0.1 0.1 -0.288
C 15.7145 9.2419 9.9992 -1.2 1.9 -0.3 -0.002
C 16.1161 10.1123 8.9421 0.7 -1.1 1.2 -0.432
N 15.5098 11.2570 8.9879 -0.3 1.6 -0.6 0.042
N 14.6533 11.2192 10.0139 -0.3 -1.1 1.3 0.025
C 17.0785 9.8273 7.8617 0.1 0.5 -0.6 -0.068
H 14.3795 10.3116 12.6911 -0.5 -0.8 -0.3 0.082
H 13.9039 8.6402 12.1885 -0.1 0.6 -0.3 0.084
H 12.8941 10.1239 11.8379 -0.3 -0.2 -0.4 0.034
H 16.0196 8.2400 10.1943 0.1 -0.4 0.1 0.081
H 14.1226 12.0721 10.3643 0.6 -0.8 -0.3 0.115
H 17.7005 10.6894 7.6165 -0.1 0.1 0.1 0.068
H 16.4423 9.6621 7.0036 0.3 -0.5 -0.7 0.065
H 17.7475 8.9998 8.0544 -0.1 -0.4 0.1 0.062
C 11.4286 8.8512 14.2615 0.3 -0.1 0.4 -0.095
N 11.4834 9.3725 15.6276 0.3 -0.4 0.5 -0.123
C 12.8082 9.3243 16.2189 0.0 -0.7 0.7 -0.380
C 12.7608 10.5267 17.2145 -1.0 -0.4 -1.3 -0.221
N 11.4694 10.9555 17.1962 -0.4 0.6 -0.1 -0.166
C 11.0356 12.0741 18.0035 -0.2 1.2 0.5 -0.085
C 11.1144 10.8201 15.7842 0.3 -0.8 -0.4 -0.993
Se 9.3696 11.2618 15.2312 -1.1 0.3 0.1 0.557
H 11.9025 7.8409 14.2730 -0.3 0.7 -0.2 0.096
H 11.9678 9.5397 13.5939 -0.2 -0.5 -0.1 0.044
H 10.3851 8.7625 13.9432 0.2 0.1 0.1 0.052
H 13.2131 8.3468 16.5979 -1.0 0.5 -0.3 0.152
H 13.2333 10.5569 18.1538 1.0 0.0 0.9 0.113
H 10.0625 12.4976 17.6429 0.6 -1.0 0.4 0.052
H 11.6818 12.9740 18.0087 0.3 -0.5 -0.5 0.083
H 11.0172 11.7660 19.0696 -0.4 0.0 -0.6 0.084
O 13.7922 9.7965 15.3227 1.3 -0.5 -0.5 -0.376
S 13.5237 11.4102 15.5388 -0.1 1.1 0.1 0.998
N 12.0799 11.6664 15.0011 0.1 0.4 0.5 -0.401
C 11.4325 15.8528 9.4483 -1.2 0.9 1.1 -0.064
C 11.7513 16.0143 10.9441 0.5 1.7 0.3 -0.192
N 13.2179 16.0008 11.2778 -0.8 -1.1 -0.3 -0.081
C 13.8521 17.2865 11.4630 -0.7 0.4 0.3 -0.236
C 13.7827 17.8234 12.9053 0.4 0.2 0.1 -0.084
C 13.8390 14.7945 11.4404 0.5 -0.8 0.1 -0.429
C 15.3353 14.7086 11.8402 -0.3 0.6 -1.5 -0.022
N 13.2823 13.6230 11.3093 -0.3 0.6 -0.2 0.104
H 10.4295 15.4089 9.3497 0.2 0.3 0.0 0.070
H 12.1042 15.1917 9.0151 1.4 -1.4 -0.9 0.038
H 11.4977 16.7940 8.9006 -0.1 0.1 0.0 0.060
H 11.1819 15.2957 11.5142 0.2 -0.3 0.3 0.051
H 11.4076 17.0175 11.3236 0.1 -1.0 -0.4 0.115
H 13.2529 17.9558 10.8203 0.6 0.0 0.1 0.111
H 14.8744 17.2912 11.0939 0.1 -0.2 -0.1 0.091
H 12.7726 18.2111 13.1074 0.4 0.1 0.0 0.063
H 14.5923 18.5800 13.0604 -0.9 -0.2 -0.1 0.073
H 13.9479 17.0630 13.6746 0.0 -0.2 -0.3 0.008
H 15.9898 15.4528 11.2776 -0.7 -1.0 0.7 0.080
H 15.6231 13.6553 11.6348 0.0 0.9 0.1 0.067
H 15.4064 14.9059 12.8978 0.1 0.1 0.5 0.042
H 12.2641 13.6763 11.1716 0.4 0.0 0.0 0.025
```
Positions in Å, forces in eV/Å.

***

| no. | maximum force (eV/A) |
| --- | --- |
| 1 | 1.6 |
| 2 | 2.4 |
| 3 | 2.3 |
| 4 | 1.6 |
| 5 | 1.3 |
| 6 | 2.2 |